Record 1
16
Properties=species:S:1:pos:R:3:nbo_charge:R:1 method="wB97M-V/def2-TZVPD" e_homo_ev=-8.67 relative_energy_kj_mol=518.40 molar_mass_da=106.19 multiplicity=1
N 1.13337 1.24623 0.77585 -0.47
C 0.46957 0.09010 0.61874 -0.07
C -1.02703 0.36958 -0.00737 -0.54
S -1.83596 -1.14568 -0.39348 -0.01
C 1.19874 -0.80837 -0.46816 -0.20
N 2.64471 -0.85990 -0.32603 -0.84
H -4.32348 0.70766 0.10524 -0.01
H -4.72669 0.75359 -0.53446 0.00
H 1.18281 1.55234 1.74616 0.33
H 0.23423 -0.46125 1.53244 0.20
H -0.95520 0.95332 -0.91814 0.23
H -1.54101 0.94155 0.75685 0.23
H 0.75344 -1.79434 -0.27141 0.21
H 0.73405 -0.54945 -1.43114 0.19
H 3.12629 -1.02858 -1.19607 0.37
H 2.93215 0.03318 0.01097 0.37

***

Record 2
7
Properties=species:S:1:pos:R:3:nbo_charge:R:1 method="wB97M-V/def2-TZVPD" e_homo_ev=-8.76 relative_energy_kj_mol=298.67 molar_mass_da=78.01 multiplicity=1
H 0.04260 -0.21128 0.90063 0.30
N -0.67719 -0.18201 0.09167 -0.30
N -0.60206 0.77122 -0.65665 -0.25
H -0.15997 1.55842 -0.18144 0.29
O -1.01371 -3.46718 0.57499 -0.98
P -0.84614 -2.74597 -0.74419 1.11
H 0.23440 -3.80516 -1.09000 -0.17

***

Record 3
44
Properties=species:S:1:pos:R:3:nbo_charge:R:1 method="wB97M-V/def2-TZVPD" e_homo_ev=-10.56 smiles="CCOP(=O)(OCC)OCC.CC#N.CC#N.CC#N" relative_energy_kj_mol=40.67 molar_mass_da=305.31 multiplicity=1
C 3.23330 -2.39814 -1.32907 -0.63
C 2.45134 -1.62024 -2.46738 -0.08
O 1.47689 -0.68044 -1.93329 -0.79
P 0.42909 -0.26394 -3.10277 2.55
O 0.75799 -0.45370 -4.51219 -1.09
O -0.95204 -0.99217 -2.74271 -0.82
C -1.00906 -2.33796 -2.49418 -0.07
C -2.25363 -2.55123 -1.68603 -0.62
O 0.06348 1.26868 -2.68746 -0.81
C -1.00783 2.03555 -3.23891 -0.06
C -1.54112 2.96083 -2.16423 -0.63
H 3.25502 -1.80681 -0.41367 0.22
H 2.82943 -3.39637 -1.16018 0.21
H 4.27742 -2.52445 -1.61535 0.22
H 3.11733 -1.05890 -3.12272 0.20
H 2.03126 -2.42840 -3.06612 0.19
H -1.13079 -2.83107 -3.45862 0.18
H -0.11874 -2.52714 -1.89448 0.18
H -2.04328 -2.27594 -0.65256 0.21
H -3.14316 -2.05932 -2.07959 0.22
H -2.45972 -3.61134 -1.53846 0.21
H -0.60932 2.71100 -3.99593 0.18
H -1.77724 1.51698 -3.81092 0.20
H -2.27996 2.50116 -1.50779 0.20
H -0.82654 3.46024 -1.50995 0.22
H -2.04796 3.79749 -2.64508 0.21
C -3.17242 -4.14209 7.27590 -0.73
C -2.81446 -5.18025 8.25849 0.28
N -2.43733 -5.99572 9.05920 -0.33
H -2.39138 -3.42496 7.02333 0.26
H -4.04780 -3.60291 7.63791 0.26
H -3.46149 -4.55112 6.30778 0.25
C 4.99972 4.32645 -1.61423 -0.71
C 4.32271 5.05780 -0.48285 0.28
N 3.73513 5.69002 0.31485 -0.34
H 5.19952 3.27856 -1.39045 0.25
H 5.93052 4.83064 -1.87401 0.25
H 4.30901 4.44157 -2.44955 0.25
C -1.77825 2.59798 3.32767 -0.74
C -1.86480 2.39320 4.73399 0.28
N -2.01202 2.20574 5.88589 -0.33
H -2.24016 1.74386 2.83247 0.25
H -0.72400 2.43736 3.10213 0.26
H -2.27469 3.45951 2.88112 0.26

***

Record 4
87
Properties=species:S:1:pos:R:3:lowdin_charge:R:1 method="wB97M-V/def2-TZVPD" e_homo_ev=-8.86 smiles="CC[C@@H](Br)c1c(C)c(S)c2nc(CC(=O)I)c(Br)nc2c1B(O)OC.COCCOCCOC.COCCOCCOC" molar_mass_da=870.25 multiplicity=1
C 5.80518 -5.47300 -2.25428 -0.11
C 4.62845 -4.55212 -1.92292 -0.27
C 4.47992 -4.28647 -0.43054 -0.63
Br 6.09558 -3.47946 0.35482 0.75
C 3.23657 -3.52364 -0.04967 -0.16
C 3.08234 -2.13577 -0.37971 -0.21
C 4.11214 -1.34452 -1.13251 -0.10
C 1.94896 -1.47209 0.02142 -0.47
S 1.65773 0.22973 -0.35305 0.86
C 0.92311 -2.14201 0.72967 -0.21
N -0.18624 -1.46502 1.12051 0.18
C -1.11245 -2.11045 1.75805 -0.28
C -2.33432 -1.34232 2.19952 -0.18
C -1.97159 0.09177 2.53145 -0.82
O -1.06695 0.44222 3.20598 0.04
I -3.34937 1.54761 1.69245 0.82
C -0.96799 -3.51148 1.99385 -0.65
Br -2.34652 -4.48336 2.85869 0.80
N 0.06704 -4.18128 1.63674 0.13
C 1.07360 -3.50996 1.00680 -0.14
C 2.24638 -4.20988 0.62695 0.04
B 2.33440 -5.75590 0.99155 -0.59
O 2.78656 -6.65879 0.04314 0.16
O 1.95158 -6.23866 2.21123 0.03
C 2.62249 -5.75643 3.37582 -0.05
H 5.56024 -6.12323 -3.09059 0.07
H 6.08922 -6.07950 -1.39620 0.07
H 6.68007 -4.89701 -2.54691 0.07
H 3.68777 -5.00148 -2.24307 0.12
H 4.73292 -3.62587 -2.48039 0.10
H 4.47042 -5.25926 0.03656 0.06
H 4.52776 -0.55779 -0.50517 0.08
H 4.92010 -1.93590 -1.52807 0.02
H 3.61994 -0.84791 -1.97064 0.08
H 2.79515 0.76648 0.10486 -0.12
H -2.73891 -1.75752 3.12017 0.09
H -3.06909 -1.35873 1.39955 0.09
H 3.45670 -7.23146 0.43063 0.12
H 3.27578 -6.54047 3.75506 0.09
H 3.19730 -4.85231 3.17738 0.09
H 1.88021 -5.55456 4.14573 0.09
C 1.75581 5.38553 3.90494 -0.11
O 2.90346 5.71063 3.15378 -0.20
C 4.02285 4.91591 3.49863 -0.21
C 5.02033 4.86523 2.36487 -0.18
O 4.64733 3.99628 1.30746 -0.13
C 3.63469 4.44204 0.41998 -0.18
C 4.09295 5.48550 -0.57165 -0.21
O 4.18382 6.75996 0.03884 -0.20
C 5.07186 7.62114 -0.63396 -0.11
H 1.90448 5.59085 4.97166 0.09
H 0.93917 6.00343 3.53746 0.09
H 1.48484 4.33115 3.77756 0.09
H 3.70395 3.89515 3.74218 0.13
H 4.51195 5.35156 4.38168 0.13
H 5.94459 4.44133 2.76338 0.13
H 5.24246 5.86914 1.99762 0.12
H 2.74907 4.77894 0.96194 0.12
H 3.35658 3.55274 -0.15131 0.12
H 3.36414 5.53714 -1.39293 0.13
H 5.06592 5.18964 -0.98255 0.13
H 6.08141 7.19527 -0.67451 0.09
H 5.10750 8.55481 -0.07627 0.09
H 4.73147 7.83163 -1.65482 0.09
C -10.62606 1.53064 -3.35319 -0.11
O -9.58941 0.64527 -3.00055 -0.20
C -8.97644 0.04696 -4.12819 -0.21
C -7.57797 -0.42201 -3.80084 -0.19
O -6.61247 0.61495 -3.75348 -0.12
C -6.61134 1.46061 -2.61492 -0.18
C -6.02525 0.82925 -1.37404 -0.22
O -6.95105 -0.06241 -0.77579 -0.20
C -6.32817 -1.05144 0.00959 -0.12
H -11.44993 1.00560 -3.85119 0.09
H -10.99871 1.98018 -2.43502 0.09
H -10.25941 2.32657 -4.01203 0.09
H -8.93102 0.76045 -4.95994 0.13
H -9.57585 -0.81998 -4.44084 0.13
H -7.25330 -1.06854 -4.61908 0.13
H -7.57398 -1.01431 -2.88345 0.12
H -7.60719 1.85988 -2.41214 0.12
H -5.96492 2.29724 -2.88893 0.13
H -5.78007 1.62084 -0.65314 0.10
H -5.10231 0.29910 -1.63927 0.13
H -5.62701 -1.64702 -0.58895 0.09
H -7.10933 -1.70791 0.38843 0.09
H -5.79163 -0.61115 0.85809 0.05